No. 1
The following is a DFT calculation (ωB97M-V with the def2-TZVPD basis set) of a cluster of 11 separate species, C44H65N11 in total.

Structure (XYZ):
```
120
C44H65N11 (ωB97M-V with the def2-TZVPD basis set)
C 0.047 -0.897 -3.676
C -0.351 -2.261 -3.559
C 0.696 -3.072 -3.876
N 1.761 -2.232 -4.165
C 1.370 -0.930 -4.011
H -0.519 0.018 -3.728
H -1.321 -2.634 -3.264
H 0.852 -4.134 -3.847
H 2.692 -2.583 -4.292
H 2.090 -0.164 -4.252
C 5.026 -2.685 -0.879
C 5.432 -1.746 0.084
C 5.045 -2.210 1.318
N 4.343 -3.369 1.097
C 4.385 -3.709 -0.233
H 5.263 -2.617 -1.928
H 5.852 -0.780 -0.147
H 5.113 -1.793 2.307
H 3.904 -3.891 1.833
H 3.679 -4.449 -0.576
C 2.446 5.280 1.223
C 3.276 4.483 0.379
C 4.503 5.116 0.285
N 4.436 6.258 1.061
C 3.168 6.402 1.518
H 1.441 5.098 1.554
H 2.991 3.568 -0.117
H 5.305 4.936 -0.410
H 5.145 6.962 0.957
H 2.854 7.251 2.106
C -0.678 -6.117 -3.462
C -0.365 -7.304 -4.163
C 0.292 -8.141 -3.294
N 0.447 -7.466 -2.124
C -0.163 -6.233 -2.187
H -1.245 -5.292 -3.863
H -0.684 -7.650 -5.133
H 0.758 -9.101 -3.431
H 0.861 -7.815 -1.278
H -0.186 -5.628 -1.297
C 1.316 5.410 -4.239
C 0.415 4.491 -4.746
C 0.557 3.328 -3.981
N 1.446 3.613 -2.972
C 1.932 4.880 -3.134
H 1.614 6.349 -4.683
H -0.163 4.464 -5.655
H 0.048 2.397 -4.162
H 1.812 2.965 -2.293
H 2.576 5.293 -2.375
C -1.869 -6.386 2.910
C -2.328 -5.607 1.834
C -1.681 -4.405 1.918
N -0.865 -4.416 3.028
C -0.950 -5.658 3.615
H -2.205 -7.382 3.154
H -2.956 -5.934 1.022
H -1.635 -3.579 1.228
H -0.359 -3.592 3.303
H -0.374 -5.949 4.476
C -3.868 1.802 3.679
C -3.121 1.631 2.349
C -2.862 0.161 2.035
C -1.922 -0.514 2.943
N -1.177 -0.996 3.672
H -3.570 1.069 4.432
H -4.941 1.639 3.563
H -3.705 2.812 4.051
H -2.224 2.248 2.296
H -3.707 2.005 1.506
H -2.471 -0.049 1.037
H -3.760 -0.454 2.157
C 0.964 -2.467 -0.233
C -0.007 -1.779 0.720
C 0.504 -0.399 1.134
C 0.819 0.553 0.056
N 1.084 1.302 -0.770
H 1.028 -1.977 -1.205
H 0.612 -3.494 -0.344
H 1.990 -2.457 0.140
H -0.182 -2.396 1.600
H -0.990 -1.607 0.269
H 1.490 -0.490 1.607
H -0.151 0.184 1.787
C 0.083 3.793 6.217
C 0.755 2.426 6.272
C 0.228 1.453 5.232
C 0.363 1.931 3.846
N 0.403 2.225 2.737
H -0.946 3.753 6.575
H 0.181 4.223 5.221
H 0.585 4.449 6.931
H 0.651 1.998 7.272
H 1.838 2.543 6.164
H -0.854 1.346 5.376
H 0.583 0.424 5.273
C -1.134 5.461 -1.677
C -0.471 5.000 -0.357
C -1.189 3.716 0.070
C -2.625 3.773 0.326
N -3.752 3.731 0.543
H -2.023 6.075 -1.504
H -1.498 4.568 -2.182
H -0.502 6.075 -2.312
H -0.615 5.737 0.434
H 0.579 4.792 -0.518
H -0.717 3.270 0.953
H -1.061 2.970 -0.721
C -3.619 0.148 -3.660
C -3.222 -0.566 -2.373
C -4.052 -1.842 -2.161
C -4.285 -2.070 -0.716
N -4.439 -2.216 0.412
H -3.153 1.136 -3.697
H -4.673 0.443 -3.691
H -3.423 -0.469 -4.536
H -3.415 0.096 -1.528
H -2.171 -0.840 -2.348
H -3.526 -2.757 -2.450
H -5.006 -1.869 -2.686
```

## Properties
Relative energy (zero: lowest compared OMol25 entry of this formula, charge and spin) = 24.2 kcal/mol
M = 748.08 g/mol
Frontier orbital gap = 0.301 hartree
LUMO energy = 0.34 eV
DFT total energy = -63070.185 eV

No. 2
The following is a DFT calculation (ωB97M-V with the def2-TZVPD basis set) of a structure of composition C44H66BaIN6O2SSb.

Structure (XYZ):
```
122
C44H66BaIN6O2SSb (ωB97M-V with the def2-TZVPD basis set)
Ba -0.637 0.176 -1.505
C 2.314 2.367 -2.744
N 0.853 2.465 -3.026
C 0.419 3.815 -2.532
C 0.682 4.027 -1.069
C 0.889 5.332 -0.595
C 1.370 5.528 0.690
C 1.511 4.389 1.496
C 1.114 3.154 1.008
N 0.725 2.974 -0.271
C 0.568 2.434 -4.503
C 0.416 1.038 -5.101
C 0.972 0.784 -6.371
C 1.087 -0.539 -6.833
C 0.674 -1.570 -6.002
C -0.056 -1.205 -4.854
N -0.130 0.051 -4.388
C 3.010 1.034 -3.106
C 4.083 1.044 -4.004
C 4.642 -0.157 -4.424
C 4.159 -1.342 -3.847
C 3.212 -1.267 -2.858
N 2.629 -0.111 -2.505
H 2.450 2.508 -1.650
H 2.860 3.186 -3.262
H -0.661 3.933 -2.762
H 0.892 4.625 -3.097
H 0.689 6.171 -1.259
H 1.647 6.516 1.069
H 1.904 4.452 2.517
H 1.196 2.229 1.599
H 1.371 2.984 -5.028
H -0.368 3.009 -4.712
H 1.364 1.602 -6.976
H 1.539 -0.739 -7.798
H 0.874 -2.619 -6.222
H -0.577 -1.938 -4.220
H 4.423 1.999 -4.363
H 5.475 -0.140 -5.127
H 4.434 -2.346 -4.187
H 2.885 -2.187 -2.368
S -5.626 2.963 -1.494
C -4.739 3.474 -2.874
C -3.495 2.910 -3.009
C -3.156 1.960 -2.007
C -4.225 1.841 -1.143
C -4.268 0.869 -0.095
C -5.427 0.631 0.689
C -5.411 -0.411 1.612
C -4.251 -1.167 1.756
C -3.137 -0.838 0.942
N -3.142 0.144 0.040
H -5.153 4.222 -3.567
H -2.836 3.175 -3.828
H -6.316 1.257 0.622
H -6.303 -0.643 2.204
H -4.233 -2.017 2.433
H -2.229 -1.421 0.948
O -0.176 -1.846 -0.416
H 0.345 -2.649 -0.517
H -1.457 -2.489 -1.580
C 4.259 -0.321 0.478
O 2.874 -0.468 0.490
H 4.563 0.322 1.323
H 4.646 0.198 -0.423
H 4.795 -1.295 0.580
H 2.514 -0.552 -0.407
I 1.966 -4.465 -1.635
C -4.002 -3.267 -1.450
C -3.047 -3.021 -2.642
C -2.494 -4.416 -3.002
C -3.673 -2.239 -3.841
N -1.977 -2.075 -2.389
H -4.943 -3.769 -1.824
H -4.225 -2.315 -0.927
H -3.501 -3.925 -0.719
H -3.276 -5.080 -3.470
H -2.107 -4.914 -2.058
H -1.664 -4.346 -3.730
H -4.647 -2.660 -4.181
H -2.987 -2.282 -4.704
H -3.843 -1.182 -3.558
C 3.106 1.362 3.790
C 2.660 0.056 4.505
C 2.456 0.202 6.040
C 3.692 -1.039 4.171
Sb 0.693 -0.529 3.479
C -0.888 0.917 4.330
C -1.297 1.858 3.161
C -2.027 -0.067 4.727
C -0.367 1.750 5.507
C 0.390 -2.849 3.841
C -1.001 -3.211 3.261
C 0.582 -3.039 5.335
C 1.445 -3.528 2.953
H 4.139 1.636 4.131
H 2.470 2.240 3.977
H 3.170 1.190 2.723
H 3.246 -0.362 6.584
H 1.497 -0.230 6.396
H 2.457 1.255 6.341
H 4.715 -0.644 4.414
H 3.713 -1.319 3.105
H 3.500 -1.939 4.765
H -1.050 1.559 2.147
H -0.911 2.869 3.327
H -2.414 1.932 3.113
H -2.428 -0.611 3.852
H -2.847 0.556 5.145
H -1.731 -0.852 5.455
H 0.532 2.322 5.226
H -0.205 1.124 6.399
H -1.173 2.498 5.773
H -1.855 -2.681 3.654
H -1.196 -4.286 3.516
H -0.972 -3.206 2.168
H -0.036 -2.352 5.949
H 1.622 -2.867 5.574
H 0.344 -4.086 5.621
H 1.380 -3.191 1.918
H 1.214 -4.628 2.876
H 2.471 -3.368 3.315
```

## Properties
Relative energy (zero: lowest compared OMol25 entry of this formula, charge and spin) = 0.0 kcal/mol
M = 1129.11 g/mol
Frontier orbital gap (spin up / spin down) = 0.236 / 0.066 hartree
LUMO energy (spin up / spin down) = 3.75 / 3.73 eV
DFT total energy = -85899.083 eV
Net charge = -2

No. 3
The following is a DFT calculation (ωB97M-V with the def2-TZVPD basis set) of a structure of composition C44H66BaN6O4SSb2Si.

Structure (XYZ):
```
125
C44H66BaN6O4SSb2Si (ωB97M-V with the def2-TZVPD basis set)
Ba -0.110 -0.651 0.966
C -4.358 0.366 3.428
C -3.162 0.402 2.523
N -2.582 -0.687 2.144
N -3.213 -1.823 2.544
C -2.529 -2.948 2.559
N -3.331 -4.044 2.728
S -0.838 -3.271 2.432
C -2.585 1.709 2.098
C -3.113 2.926 2.543
C -2.523 4.114 2.152
C -1.402 4.086 1.338
C -0.924 2.845 0.949
N -1.514 1.703 1.293
H -4.057 0.024 4.420
H -5.064 -0.375 3.055
H -4.865 1.320 3.523
H -4.285 -3.860 2.993
H -2.896 -4.886 3.060
H -3.962 2.957 3.206
H -2.927 5.056 2.501
H -0.890 4.990 1.038
H -0.023 2.750 0.350
C 0.975 0.385 3.337
Si 2.575 1.188 3.354
C 2.659 2.612 2.075
N 2.371 2.369 0.659
C 2.290 3.638 -0.092
C 3.653 4.124 -0.573
C 4.216 3.132 -1.606
C 3.591 1.746 -1.403
C 3.388 1.480 0.082
C 3.963 -0.074 3.063
C 3.692 -1.439 3.197
C 4.675 -2.402 2.990
C 5.961 -2.015 2.638
C 6.259 -0.665 2.519
C 5.272 0.287 2.739
C 3.137 2.181 4.887
C 2.371 3.271 5.314
C 2.720 4.023 6.425
C 3.853 3.694 7.157
C 4.622 2.609 6.767
C 4.265 1.866 5.648
H 0.168 1.110 3.513
H 0.854 -0.434 4.053
H 3.631 3.123 2.203
H 1.911 3.319 2.453
H 1.821 4.376 0.562
H 1.629 3.508 -0.957
H 4.322 4.203 0.287
H 3.574 5.127 -0.996
H 5.302 3.067 -1.509
H 4.011 3.481 -2.620
H 4.229 0.970 -1.834
H 2.634 1.706 -1.928
H 4.358 1.628 0.582
H 3.113 0.439 0.286
H 2.691 -1.751 3.479
H 4.438 -3.452 3.114
H 6.729 -2.761 2.472
H 7.264 -0.353 2.260
H 5.533 1.338 2.660
H 1.466 3.535 4.775
H 2.105 4.862 6.727
H 4.129 4.277 8.027
H 5.503 2.336 7.336
H 4.881 1.020 5.367
C -3.497 -1.135 -4.738
Sb -1.759 -1.658 -3.571
C -0.475 -0.245 -4.568
C -1.135 -3.275 -4.892
C -1.986 -4.495 -4.730
C -3.174 -4.587 -5.456
C -4.036 -5.661 -5.316
C -3.709 -6.684 -4.439
C -2.523 -6.617 -3.728
C -1.645 -5.539 -3.852
C -0.389 -5.537 -3.041
Sb -0.536 -4.403 -1.171
C -2.611 -4.813 -0.847
C 0.208 -6.032 0.017
H -4.247 -1.919 -4.650
H -3.235 -0.999 -5.788
H -3.928 -0.208 -4.356
H -0.537 0.743 -4.118
H 0.555 -0.593 -4.489
H -0.746 -0.182 -5.622
H -0.084 -3.462 -4.675
H -1.200 -2.886 -5.910
H -3.418 -3.793 -6.153
H -4.950 -5.704 -5.895
H -4.366 -7.535 -4.318
H -2.257 -7.427 -3.058
H 0.467 -5.151 -3.594
H -0.148 -6.557 -2.739
H -2.812 -5.879 -0.944
H -3.209 -4.274 -1.581
H -2.878 -4.481 0.155
H -0.426 -6.909 -0.116
H 0.207 -5.743 1.066
H 1.224 -6.277 -0.293
O 0.964 -0.244 -1.508
H 0.716 0.586 -1.956
H 1.908 -0.363 -1.658
O 2.096 -2.522 0.601
H 1.670 -3.112 1.238
H 2.903 -2.229 1.050
O -0.051 2.188 -2.304
C -1.231 2.214 -2.034
O -1.896 1.130 -1.672
C -2.077 3.472 -2.098
N -3.417 3.203 -1.553
C -4.426 3.629 -2.547
C -3.685 4.567 -3.494
C -2.297 3.932 -3.551
H -1.550 4.237 -1.524
H -3.545 3.666 -0.663
H -2.813 1.452 -1.470
H -5.279 4.086 -2.049
H -4.790 2.753 -3.090
H -3.625 5.570 -3.064
H -4.157 4.643 -4.472
H -1.510 4.603 -3.885
H -2.305 3.069 -4.221
```

## Properties
M = 1184.05 g/mol
Frontier orbital gap = 0.230 hartree
LUMO energy = -0.18 eV
DFT total energy = -96313.695 eV

No. 4
The following is a DFT calculation (ωB97M-V with the def2-TZVPD basis set) of a structure of composition C44H66BrN2O10SSe3Tb.

Structure (XYZ):
```
128
C44H66BrN2O10SSe3Tb (ωB97M-V with the def2-TZVPD basis set)
Tb -21.199 -4.026 -12.310
C -12.773 -4.727 -13.071
C -13.745 -4.554 -11.925
C -13.335 -3.384 -11.093
C -13.736 -5.761 -10.936
C -15.280 -4.473 -12.278
C -16.323 -4.755 -11.309
C -17.579 -4.330 -11.682
Se -18.948 -4.843 -10.389
C -19.079 -3.211 -9.391
C -18.184 -2.797 -8.398
C -18.384 -1.635 -7.700
C -19.454 -0.778 -8.069
C -20.353 -1.137 -9.028
C -20.177 -2.390 -9.631
O -21.032 -2.759 -10.583
C -21.394 -0.138 -9.597
C -21.147 0.090 -11.137
C -22.792 -0.875 -9.405
C -21.439 1.156 -8.834
C -17.620 -1.327 -6.492
C -18.395 -1.642 -5.219
C -16.275 -2.105 -6.578
C -17.229 0.191 -6.370
C -17.920 -3.662 -12.950
O -19.131 -3.220 -13.011
C -16.829 -3.197 -13.715
C -15.621 -3.824 -13.401
C -17.117 -2.162 -14.762
C -15.880 -1.778 -15.582
C -17.402 -0.976 -13.957
C -18.233 -2.628 -15.693
H -11.757 -4.822 -12.594
H -13.185 -5.556 -13.706
H -12.557 -3.860 -13.846
H -12.248 -3.193 -11.128
H -13.890 -2.567 -11.742
H -13.536 -3.252 -9.871
H -12.660 -5.682 -10.318
H -14.620 -5.679 -9.950
H -14.088 -6.759 -11.611
H -16.321 -5.646 -10.646
H -17.285 -3.342 -8.265
H -19.551 0.195 -7.688
H -21.651 -0.687 -11.766
H -21.427 1.131 -11.366
H -20.125 0.061 -11.331
H -22.814 -1.802 -10.017
H -23.019 -1.132 -8.390
H -23.477 -0.104 -9.798
H -20.487 1.732 -9.033
H -22.276 1.710 -9.267
H -21.626 1.129 -7.791
H -18.754 -2.717 -5.223
H -17.729 -1.533 -4.345
H -19.288 -1.019 -5.104
H -16.340 -3.278 -6.358
H -15.792 -1.990 -7.533
H -15.504 -1.712 -5.914
H -18.071 0.742 -6.441
H -16.708 0.347 -5.355
H -16.466 0.393 -7.147
H -14.837 -3.741 -14.221
H -14.763 -1.937 -14.996
H -15.792 -2.490 -16.417
H -15.980 -0.656 -15.949
H -16.575 -0.508 -13.352
H -18.026 -0.214 -14.453
H -18.072 -1.257 -13.148
H -17.946 -3.535 -16.206
H -19.169 -2.911 -15.136
H -18.525 -1.908 -16.492
O -25.824 -8.670 -14.500
C -24.399 -8.654 -14.200
C -23.710 -7.321 -14.256
C -23.654 -6.766 -15.663
O -22.922 -7.550 -16.618
C -24.502 -6.342 -13.368
Se -24.060 -4.417 -13.417
C -22.325 -7.524 -13.698
Se -20.885 -6.194 -14.122
H -26.235 -8.422 -13.667
H -23.932 -9.299 -14.910
H -24.332 -9.145 -13.263
H -23.226 -5.779 -15.629
H -24.648 -6.653 -16.105
H -22.037 -7.382 -16.320
H -24.324 -6.624 -12.311
H -25.638 -6.374 -13.623
H -21.883 -8.417 -14.084
H -22.354 -7.511 -12.666
O -24.591 -1.826 -11.456
H -24.604 -2.558 -12.075
H -23.724 -1.393 -11.572
O -21.286 -2.053 -13.935
H -21.752 -2.148 -14.811
H -20.359 -1.819 -14.192
O -22.131 -5.663 -10.587
H -23.032 -5.516 -10.219
H -21.564 -6.160 -10.000
Br -24.497 -0.883 -15.179
C -23.925 -2.278 -16.208
C -24.866 -3.059 -16.771
C -24.413 -4.209 -17.381
C -23.061 -4.459 -17.421
C -22.166 -3.515 -16.942
N -22.616 -2.394 -16.378
H -25.893 -2.826 -16.564
H -25.072 -4.874 -17.824
H -22.685 -5.402 -17.751
H -21.127 -3.621 -17.186
N -24.523 -4.952 -9.593
C -25.259 -5.989 -9.027
C -24.777 -6.750 -7.937
C -25.618 -7.770 -7.475
C -26.843 -8.100 -8.002
C -27.302 -7.376 -9.098
C -26.517 -6.334 -9.629
S -27.809 -9.439 -7.282
O -28.540 -9.888 -8.470
O -28.605 -8.815 -6.197
O -26.888 -10.409 -6.741
H -23.983 -4.437 -8.890
H -24.990 -4.384 -10.305
H -23.807 -6.550 -7.530
H -25.120 -8.341 -6.705
H -28.318 -7.682 -9.499
H -26.916 -5.692 -10.346
```

## Properties
M = 1290.79 g/mol
2S+1 = 7
Frontier orbital gap (spin up / spin down) = 0.229 / 0.230 hartree
LUMO energy (spin up / spin down) = 3.22 / 3.22 eV
<S²> = 12.685
DFT total energy = -369507.296 eV
Net charge = -2